The following is a quantum chemistry calculation of a molecular structure, C11H16Br3IrNOS3, from OMol25.

The geometry in ORCA input format:
```
! wB97M-V def2-TZVPD RIJCOSX def2/J DEFGRID3
* xyz 1 5
Ir 0.270 -0.523 -0.406
S -1.148 -4.701 0.709
C -0.531 -3.174 0.343
S 0.906 -2.951 -0.531
S -1.357 -1.756 0.812
Br -1.743 2.107 0.096
C -3.042 1.601 -1.241
Br -2.380 0.271 -2.461
H -3.291 2.487 -1.807
H -3.896 1.191 -0.722
C 3.696 1.108 0.770
C 2.318 1.343 1.346
O 1.520 0.142 1.338
C 1.698 -0.721 2.488
C 0.803 -0.293 3.626
H 4.262 2.040 0.782
H 3.632 0.758 -0.261
H 4.253 0.372 1.350
H 1.760 2.076 0.762
H 2.369 1.708 2.372
H 2.753 -0.699 2.767
H 1.461 -1.724 2.143
H 1.039 0.717 3.964
H 0.937 -0.969 4.471
H -0.244 -0.328 3.323
Br 3.984 2.511 -5.205
C 2.952 1.687 -3.884
C 3.133 0.346 -3.591
C 2.354 -0.219 -2.602
N 1.429 0.474 -1.920
C 1.256 1.769 -2.223
C 1.998 2.415 -3.189
H 3.863 -0.253 -4.116
H 2.467 -1.263 -2.339
H 0.492 2.297 -1.668
H 1.828 3.461 -3.396
*
```

ΔE to the lowest compared entry with this formula, charge and spin: 0.00 kJ/mol
LUMO level (spin up / spin down): -3.34 / -5.74 eV
E_tot: -260667.639 eV
M: 706.39 g/mol

The following is a quantum chemistry calculation of 2 unconnected molecules or ions with the total composition H4O2 at a distorted geometry, from OMol25.

The geometry in ORCA input format:
```
! wB97M-V def2-TZVPD RIJCOSX def2/J DEFGRID3
* xyz 0 1
O -0.321 0.755 -1.625
H -0.956 1.498 -1.578
H 0.069 0.704 -0.754
O 0.500 -0.616 1.234
H -0.050 -1.252 0.683
H 0.758 -1.089 2.041
*
```

ΔE to the lowest compared entry with this formula, charge and spin: 12.63 kJ/mol
LUMO level: 0.79 eV
SMILES string: O.O
E_tot: -4159.808 eV
M: 36.03 g/mol

The following is a quantum chemistry calculation of a gas-phase ion, C15H26N3O2 (charge +1), from OMol25.

The geometry in ORCA input format:
```
! wB97M-V def2-TZVPD RIJCOSX def2/J DEFGRID3
* xyz 1 1
C 2.672 -4.867 0.084
C 2.347 -3.379 0.003
C 0.869 -3.125 0.097
N 0.158 -3.940 0.858
C -1.154 -3.807 0.964
C -1.863 -4.791 1.834
C -1.844 -2.805 0.282
C -1.124 -1.926 -0.504
C 0.254 -2.077 -0.597
O 0.985 -1.214 -1.419
C 1.764 -0.253 -0.745
C 1.146 1.129 -0.850
O 1.536 2.072 -0.154
N 0.166 1.236 -1.745
C -0.400 2.499 -2.163
C -1.661 2.907 -1.386
C -1.493 2.967 0.133
N -0.309 3.729 0.591
C -0.309 5.127 0.146
C -0.183 3.660 2.054
H 3.747 -5.016 0.043
H 2.289 -5.280 1.012
H 2.212 -5.400 -0.744
H 2.720 -2.962 -0.935
H 2.847 -2.862 0.828
H -2.494 -4.281 2.558
H -2.500 -5.432 1.226
H -1.137 -5.409 2.353
H -2.916 -2.724 0.364
H -1.622 -1.140 -1.056
H 1.918 -0.502 0.310
H 2.750 -0.203 -1.225
H -0.056 0.386 -2.252
H -0.657 2.424 -3.220
H 0.380 3.261 -2.061
H -1.997 3.868 -1.775
H -2.454 2.186 -1.589
H -1.391 1.952 0.524
H -2.390 3.413 0.572
H 0.551 3.192 0.193
H 0.588 5.625 0.509
H -1.183 5.646 0.542
H -0.322 5.192 -0.938
H -0.131 2.623 2.376
H 0.730 4.160 2.367
H -1.035 4.142 2.533
*
```

ΔE to the lowest compared entry with this formula, charge and spin: 0.00 kJ/mol
LUMO level: -2.35 eV
SMILES string: CCc1nc(C)ccc1OCC(=O)NCCC[NH+](C)C
E_tot: -24537.029 eV
M: 280.39 g/mol

The following is a quantum chemistry calculation of a molecular structure, C41H41N6PtS2, from OMol25.

The geometry in ORCA input format:
```
! wB97M-V def2-TZVPD RIJCOSX def2/J DEFGRID3
* xyz 3 1
Pt 0.876 -0.333 -0.773
C 0.062 0.269 4.811
C -0.534 -1.103 4.975
C -1.451 -1.372 5.989
C -1.970 -2.644 6.175
C -1.586 -3.690 5.346
C -0.694 -3.447 4.315
C -0.186 -2.166 4.139
N 0.738 -1.927 3.054
C 0.392 -1.287 1.938
N -0.913 -1.014 1.783
C -1.524 -0.065 0.945
C -0.960 0.311 -0.256
C -1.566 1.224 -1.100
C -2.776 1.777 -0.711
C -3.364 1.387 0.485
C -2.762 0.467 1.334
C -3.410 0.059 2.630
N 1.332 -0.971 1.039
C 2.709 -1.093 1.425
C 3.277 -0.071 2.188
C 4.588 -0.191 2.613
C 5.317 -1.325 2.268
C 4.744 -2.329 1.502
C 3.425 -2.237 1.057
C 2.808 -3.323 0.223
H 0.098 0.781 5.771
H -0.524 0.898 4.134
H 1.081 0.221 4.425
H -1.736 -0.574 6.664
H -2.666 -2.824 6.984
H -1.969 -4.688 5.509
H -0.374 -4.248 3.659
H 1.682 -2.282 3.117
H -1.469 -1.322 2.575
H -1.133 1.489 -2.059
H -3.265 2.502 -1.348
H -4.318 1.813 0.772
H -4.404 0.492 2.713
H -2.831 0.397 3.492
H -3.526 -1.026 2.716
H 2.683 0.799 2.443
H 5.040 0.588 3.213
H 6.341 -1.429 2.602
H 5.326 -3.205 1.246
H 3.513 -4.137 0.069
H 2.514 -2.954 -0.763
H 1.913 -3.740 0.691
N 2.650 0.545 -0.838
S 3.136 1.711 -1.898
C 2.030 1.356 -3.250
C 1.984 0.036 -3.705
C 1.283 -0.245 -4.869
C 0.673 0.781 -5.578
C 0.738 2.091 -5.118
C 1.419 2.391 -3.946
C 2.657 3.289 -1.297
C 1.400 3.543 -0.751
C 1.125 4.819 -0.299
C 2.091 5.820 -0.402
C 3.339 5.552 -0.942
C 3.637 4.272 -1.390
H 3.326 0.456 -0.082
H 2.540 -0.745 -3.201
H 1.254 -1.259 -5.246
H 0.164 0.562 -6.508
H 0.277 2.891 -5.683
H 1.492 3.415 -3.605
H 0.658 2.759 -0.672
H 0.159 5.043 0.133
H 1.863 6.818 -0.050
H 4.084 6.333 -1.012
H 4.611 4.046 -1.807
N -2.230 -3.108 -0.268
C -2.022 -2.236 -1.250
S -0.295 -2.036 -1.681
N -3.054 -1.706 -1.859
C -3.285 -0.916 -3.042
C -4.633 -0.705 -3.309
C -5.015 0.040 -4.411
C -4.048 0.575 -5.248
C -2.707 0.351 -4.976
C -2.306 -0.395 -3.875
H -1.441 -3.566 0.156
H -3.150 -3.468 -0.053
H -3.945 -1.969 -1.449
H -5.396 -1.128 -2.663
H -6.066 0.192 -4.617
H -4.338 1.155 -6.113
H -1.953 0.756 -5.635
H -1.255 -0.571 -3.710
*
```

ΔE to the lowest compared entry with this formula, charge and spin: 50.55 kJ/mol
LUMO level: -10.30 eV
E_tot: -77016.017 eV
M: 877.03 g/mol